A single C3H4N2O molecule. Source: the OMol25 dataset; level of theory: ωB97M-V/def2-TZVPD.

CARTESIAN COORDINATES (ANGSTROEM)
H: 2.47022 -0.03634 0.74928
N: 1.77894 -0.08315 0.01108
C: -1.40530 -0.77233 -0.24750
O: -0.78180 -1.21111 -1.19729
H: -2.43670 -1.09923 -0.01021
C: 0.67144 0.62895 0.14052
C: -0.37210 1.33486 0.30521
H: 1.64049 -0.96965 -0.46656
N: -0.96950 0.10506 0.73248
H: -0.80783 2.32535 0.32565

Values from the calculation:
M in g/mol: 84.08
Gap between HOMO and LUMO in eV: 9.611
SMILES: NC1=CN1C=O
Energy relative to the best compared isomer or geometry (same formula, charge and spin) in kJ/mol: 400.12
HOMO energy in eV: -8.83
Strongest force on any atom in eV/A: 0.53
Electronic energy in eV: -8199.7385



A single C3H4N2O molecule at a distorted geometry. Source: the OMol25 dataset; level of theory: ωB97M-V/def2-TZVPD.

CARTESIAN COORDINATES (ANGSTROEM)
C: -0.73429 -0.02526 -0.38239
H: 2.49636 -0.83314 0.34000
O: -1.60685 0.12673 -1.11491
H: -0.11181 -2.12077 0.18469
N: -0.31508 0.80350 0.61651
C: 1.46114 -0.39893 0.41706
C: 0.18398 -1.18841 -0.34281
H: -0.36980 1.84369 0.80628
N: 1.04881 0.76193 0.92336
H: 0.23903 -1.18599 -1.34193

Values from the calculation:
M in g/mol: 84.08
Gap between HOMO and LUMO in eV: 10.428
SMILES: O=C1CC=NN1
Energy relative to the best compared isomer or geometry (same formula, charge and spin) in kJ/mol: 292.48
HOMO energy in eV: -9.57
Strongest force on any atom in eV/A: 5.93
Electronic energy in eV: -8200.8541



A single C3H4N2O molecule. Source: the OMol25 dataset; level of theory: ωB97M-V/def2-TZVPD.

CARTESIAN COORDINATES (ANGSTROEM)
O: 1.21345 0.79325 1.73393
H: -2.06167 -0.84047 -0.89714
N: -0.00972 -1.04945 -0.73197
C: 1.39737 0.66245 0.45173
C: -1.14874 -0.25067 -0.76383
N: -1.09824 1.01557 -0.66181
H: 1.96838 -1.17699 -0.26253
H: -2.02500 1.41197 -0.80486
H: 0.71992 0.03265 2.09346
C: 1.04426 -0.59831 -0.15697

Values from the calculation:
M in g/mol: 84.08
Gap between HOMO and LUMO in eV: 8.706
Energy relative to the best compared isomer or geometry (same formula, charge and spin) in kJ/mol: 418.53
HOMO energy in eV: -8.79
Strongest force on any atom in eV/A: 0.52
Electronic energy in eV: -8199.5477



A single C3H4N2O molecule at a distorted geometry. Source: the OMol25 dataset; level of theory: ωB97M-V/def2-TZVPD.

CARTESIAN COORDINATES (ANGSTROEM)
C: -0.84114 -0.16317 -0.38917
H: -1.86617 -0.41967 -0.12095
N: 1.12056 -0.30134 0.64139
C: -0.22457 1.19957 -0.07402
N: 0.98205 1.03659 0.56447
H: 0.24530 -2.15190 0.22669
C: 0.20872 -1.07445 0.10552
H: 1.96937 -0.63177 1.09664
H: -0.92257 0.33404 -1.38764
O: -0.67154 2.17210 -0.66292

Values from the calculation:
M in g/mol: 84.08
Gap between HOMO and LUMO in eV: 8.732
Energy relative to the best compared isomer or geometry (same formula, charge and spin) in kJ/mol: 287.50
HOMO energy in eV: -8.65
Strongest force on any atom in eV/A: 2.42
Electronic energy in eV: -8200.9057



A molecular structure, C3H4N2O at a distorted geometry. Source: the OMol25 dataset; level of theory: ωB97M-V/def2-TZVPD.

CARTESIAN COORDINATES (ANGSTROEM)
O: 2.06188 -0.34544 -0.47932
C: -0.88296 1.44647 -0.08362
N: -1.33738 -0.46658 -0.04608
H: 2.84580 0.03607 -0.07262
H: -1.84860 1.93498 -0.11183
N: 0.33542 1.45111 -0.06012
H: -2.05060 -1.19323 0.11728
H: 0.04941 -1.99170 0.38901
C: 0.94232 -0.03312 0.24043
C: -0.12348 -0.93031 0.16738

Values from the calculation:
M in g/mol: 84.08
Gap between HOMO and LUMO in eV: 8.701
Energy relative to the best compared isomer or geometry (same formula, charge and spin) in kJ/mol: 398.93
HOMO energy in eV: -7.66
Strongest force on any atom in eV/A: 2.44
Electronic energy in eV: -8199.7508



A single C3H4N2O molecule at a distorted geometry. Source: the OMol25 dataset; level of theory: ωB97M-V/def2-TZVPD.

CARTESIAN COORDINATES (ANGSTROEM)
C: -0.03509 0.85497 -1.65912
N: 0.39964 1.55739 1.79788
H: 0.06465 1.19036 2.65160
H: 0.61332 2.55914 1.68445
C: 0.82365 1.40185 -0.64447
C: 0.26322 0.71662 0.76516
H: 1.82451 1.06549 -0.94352
O: -0.17099 -0.35373 1.12924
N: -0.69915 0.47062 -2.51157
H: 0.59135 2.51946 -0.66029

Values from the calculation:
M in g/mol: 84.08
Gap between HOMO and LUMO in eV: 10.965
SMILES: N#CCC(N)=O
Energy relative to the best compared isomer or geometry (same formula, charge and spin) in kJ/mol: 115.75
HOMO energy in eV: -10.51
Strongest force on any atom in eV/A: 3.57
Electronic energy in eV: -8202.6858